# 1
ORCA calculation (ωB97M-V/def2-TZVPD) on a molecular structure, C15H12AlCl2N2O3.

Summary:
molar mass = 366.160 g mol⁻¹
highest occupied orbital energy = -11.08 eV
net charge = +1
HOMO-LUMO gap = 7.192 eV
LUMO = -0.143 Ha

CARTESIAN COORDINATES (ANGSTROEM)
Al: 0.5501 -1.0956 0.3585
O: -0.1309 3.9533 -0.9844
C: 0.9475 3.9155 -0.1879
C: 1.6371 5.1140 -0.0006
C: 2.7497 5.1574 0.8074
C: 3.2153 4.0077 1.4558
C: 2.5493 2.8221 1.2744
C: 1.4113 2.7486 0.4523
C: 0.7482 1.4725 0.2743
O: 1.2966 0.3928 0.8658
N: -0.3393 1.3498 -0.4392
N: -0.7381 0.0148 -0.4394
C: -1.9571 -0.3081 -0.6986
C: -2.4679 -1.6385 -0.4847
C: -3.8105 -1.8903 -0.8096
C: -4.3978 -3.0962 -0.5094
C: -3.6474 -4.0775 0.1382
C: -2.3232 -3.8601 0.4714
C: -1.7216 -2.6500 0.1614
O: -0.4184 -2.4806 0.4742
H: -0.5350 3.0661 -1.0269
H: 1.2656 5.9948 -0.5071
H: 3.2693 6.0975 0.9445
H: 4.0875 4.0549 2.0928
H: 2.8896 1.9225 1.7680
H: -2.6369 0.4747 -1.0287
H: -4.3811 -1.1119 -1.3030
H: -5.4329 -3.2760 -0.7621
H: -4.1076 -5.0241 0.3905
H: -1.7347 -4.6183 0.9696
Cl: 2.6188 -1.8741 -0.1925
C: 2.9568 -3.5778 -0.7806
Cl: 1.5269 -4.5344 -0.9945
H: 3.5983 -4.0078 -0.0223
H: 3.4625 -3.4377 -1.7276

***

# 2
ORCA calculation (ωB97M-V/def2-TZVPD) on a molecular structure, C15H12BCl3N6ORh.

Summary:
molar mass = 512.379 g mol⁻¹
highest occupied orbital energy (spin up / spin down) = -11.96 / -11.92 eV
net charge = +1
multiplicity = 5
expectation value of S² = 6.038
HOMO-LUMO gap (spin up / spin down) = 9.017 / 5.719 eV
LUMO (spin up / spin down) = -0.108 / -0.228 Ha

CARTESIAN COORDINATES (ANGSTROEM)
Rh: 0.0417 0.2714 -0.9558
C: 1.3141 3.2798 2.0395
C: 1.6264 2.4260 0.9847
N: 0.5429 1.7563 0.5901
N: -0.4816 2.1818 1.3629
C: -0.0417 3.1030 2.2303
B: -1.9147 1.6365 1.1645
N: -1.9167 0.1141 1.4003
C: -2.6522 -0.6230 2.2453
C: -2.3510 -1.9535 2.0436
C: -1.4171 -1.9452 1.0068
N: -1.1493 -0.6945 0.6373
N: -2.3672 1.9245 -0.2991
C: -3.3998 2.6417 -0.7473
C: -3.4005 2.6183 -2.1334
C: -2.3000 1.8443 -2.4644
N: -1.6796 1.4249 -1.3549
H: 1.9749 3.9355 2.5780
H: 2.5788 2.2557 0.5098
H: -0.7232 3.5606 2.9282
H: -2.6672 2.1803 1.9261
H: -3.3280 -0.1461 2.9359
H: -2.7553 -2.8045 2.5626
H: -0.9312 -2.7718 0.5132
H: -4.0665 3.1237 -0.0513
H: -4.0977 3.0944 -2.7994
H: -1.9220 1.5619 -3.4341
Cl: 6.0111 -3.9122 -1.1755
C: 4.4207 -3.3261 -1.2313
C: 4.2252 -1.9272 -1.3183
C: 2.9566 -1.4626 -1.3647
Cl: 2.6519 0.2387 -1.5211
C: 1.7934 -2.3327 -1.3227
O: 0.6279 -1.9041 -1.3541
C: 2.0728 -3.7617 -1.2467
Cl: 0.7458 -4.8186 -1.1956
C: 3.3534 -4.2331 -1.1983
H: 5.0767 -1.2626 -1.3560
H: 3.5483 -5.2942 -1.1352

***

# 3
ORCA calculation (ωB97M-V/def2-TZVPD) on a molecular structure, C15H12BF10I3N2O5S2Tl.

Summary:
molar mass = 1150.291 g mol⁻¹
highest occupied orbital energy = -12.45 eV
net charge = +1
HOMO-LUMO gap = 6.141 eV
LUMO = -0.232 Ha

CARTESIAN COORDINATES (ANGSTROEM)
Tl: -5.0766 -16.6616 3.1821
F: -6.8215 -20.5960 6.5065
C: -5.7626 -20.2434 5.8022
F: -5.9252 -20.5339 4.4945
F: -4.6415 -20.8054 6.2661
S: -5.4523 -18.3880 6.0710
O: -4.5434 -18.4138 4.8092
O: -4.6818 -18.0475 7.2413
N: -6.8704 -17.5497 6.0231
S: -7.8101 -17.6087 4.6699
O: -8.1462 -18.9270 4.1846
O: -7.4318 -16.5577 3.6810
C: -9.2938 -16.5798 5.2003
F: -9.8206 -17.1645 6.2684
F: -8.8982 -15.3296 5.4655
F: -10.1276 -16.6069 4.1496
I: -5.8062 -15.7244 0.6535
I: -5.6548 -13.0525 0.4305
C: -7.4872 -19.7344 1.1573
C: -5.9841 -19.5492 1.4297
O: -5.4655 -18.4483 1.7322
C: -5.0054 -20.6121 1.1716
C: -3.6522 -20.4245 1.5017
C: -2.7475 -21.4205 1.1948
C: -3.1809 -22.5601 0.5289
C: -4.5117 -22.7092 0.1482
C: -5.4147 -21.7173 0.4435
H: -8.0093 -18.8690 1.5573
H: -7.9245 -20.6319 1.6014
H: -7.6973 -19.7733 0.0745
H: -3.3465 -19.4914 1.9724
H: -1.7060 -21.3080 1.4719
H: -2.4800 -23.3683 0.3136
H: -4.8677 -23.5902 -0.3687
H: -6.4314 -21.8280 0.1331
F: -2.5328 -16.9346 2.6201
B: -1.6692 -16.1286 2.0961
F: -1.3269 -15.0498 3.0055
F: -2.0502 -15.5530 0.7876
F: -0.6215 -17.1088 1.9985
I: -2.7265 -11.1503 3.2920
C: -3.8607 -12.5984 4.2449
C: -4.4160 -12.4006 5.5163
C: -5.2062 -13.3546 6.1465
C: -5.3723 -14.5443 5.4596
N: -4.8024 -14.7502 4.2507
C: -4.0648 -13.8130 3.6271
H: -4.2303 -11.4499 5.9986
H: -5.6564 -13.1703 7.1153
H: -5.9649 -15.3671 5.8575
H: -3.6307 -14.0290 2.6561

***

# 4
ORCA calculation (ωB97M-V/def2-TZVPD) on a molecular structure, C15H12CuF3NO2S.

Summary:
molar mass = 390.873 g mol⁻¹
highest occupied orbital energy (spin up / spin down) = -13.45 / -13.45 eV
net charge = +2
multiplicity = 2
expectation value of S² = 0.753
HOMO-LUMO gap (spin up / spin down) = 2.949 / 2.378 eV
LUMO (spin up / spin down) = -0.386 / -0.407 Ha

CARTESIAN COORDINATES (ANGSTROEM)
N: 3.4781 0.9089 -2.3700
C: 4.3023 -0.1532 -1.6491
C: 3.3363 -0.7872 -0.5595
C: 3.6561 -0.7557 0.8544
S: 5.1468 -0.0254 1.5977
C: 2.5828 -1.3905 1.8857
O: 2.9143 -2.0296 2.8992
C: 1.0455 -1.1652 1.4559
C: -0.0956 -0.8940 2.4616
C: -1.5424 -0.6603 1.9314
C: -1.8531 -0.6944 0.4024
C: -3.3744 -0.4025 -0.0708
C: -3.7565 1.0538 0.4935
C: -4.4669 2.0052 -0.5657
F: -5.3285 3.0135 -0.0155
C: -4.2896 1.9380 -1.9981
F: -5.4320 1.6418 -2.7816
F: -3.0593 2.1337 -2.6451
C: -0.7307 -0.9678 -0.6349
C: 0.6967 -1.1893 -0.0817
C: 1.9470 -1.4354 -1.0735
O: 1.8496 -2.0697 -2.1385
H: 2.5950 1.0874 -1.8527
H: 4.0041 1.7998 -2.2515
H: 4.6798 -0.8995 -2.4357
H: 5.2096 0.3910 -1.2292
H: 6.1408 0.1663 0.6469
H: 0.1518 -0.8610 3.5708
H: -2.3821 -0.4260 2.6938
H: -3.3777 -0.4876 -1.2074
H: -4.0574 -1.2323 0.3287
H: -4.4288 1.0079 1.4178
H: -2.7771 1.5816 0.8089
H: -0.9732 -0.9997 -1.7585
Cu: -1.8113 0.7975 3.8706

***

# 5
ORCA calculation (ωB97M-V/def2-TZVPD) on a single C15H12F2N2O4S molecule.

Summary:
molar mass = 354.334 g mol⁻¹
highest occupied orbital energy = -8.57 eV
HOMO-LUMO gap = 8.630 eV
LUMO = 0.002 Ha
SMILES = C=CCNC(=O)c1onc(CSc2ccc(F)c(F)c2)c1C(=O)O

CARTESIAN COORDINATES (ANGSTROEM)
C: 5.7929 1.6588 -1.4665
C: 6.5107 1.0421 -0.5581
C: 5.8496 0.3889 0.5324
N: 4.3087 0.3953 0.5306
C: 3.4562 -0.7838 0.2146
O: 3.7455 -1.8569 0.2939
C: 1.9060 -0.3757 0.4985
C: 0.8322 -0.9885 0.0677
C: -0.2466 -0.0051 0.1407
N: 0.3454 1.1174 0.3771
O: 1.5902 1.2466 0.4654
C: -1.7476 -0.1973 0.0292
H: -1.9268 -1.1427 0.8265
H: -1.8348 -0.6883 -0.7874
S: -2.5805 1.2572 0.1190
C: -4.3187 0.7070 0.2481
C: -5.1766 1.5832 0.2477
C: -6.5913 1.3890 0.1901
C: -6.8466 0.2319 -0.1159
C: -6.0242 -0.8304 -0.0074
C: -4.6913 -0.5868 -0.1300
H: -4.0673 -1.3068 0.0526
F: -6.3722 -2.0439 -0.2251
F: -8.3230 -0.1223 0.0376
H: -7.3082 2.3837 -0.0777
H: -4.8076 2.7898 0.3110
C: 0.6174 -2.6571 0.0231
O: -0.4891 -2.7141 -0.0985
O: 1.5702 -3.3070 0.0976
H: 2.5673 -2.8527 0.1417
H: 3.8773 1.4686 0.5789
H: 6.0514 0.6251 1.3944
H: 5.9480 -0.7294 0.4901
H: 7.4136 0.9301 -0.5084
H: 6.2587 2.1089 -2.3140
H: 4.7113 1.8653 -1.6194

***

# 6
ORCA calculation (ωB97M-V/def2-TZVPD) on a single C15H12N2O4 molecule.

Summary:
molar mass = 284.271 g mol⁻¹
highest occupied orbital energy = -8.21 eV
HOMO-LUMO gap = 8.900 eV
LUMO = 0.025 Ha
SMILES = COc1nn(-c2cccc(Oc3ccccc3)c2)c(=O)o1

CARTESIAN COORDINATES (ANGSTROEM)
O: -0.8548 -4.2783 -1.0281
N: -2.7602 -1.6252 -1.6428
O: -2.9595 -3.8953 -1.8249
O: 0.8068 1.5986 0.0357
O: -4.2285 -2.3603 -3.2734
C: -1.8428 -3.5998 -1.1215
C: -3.3996 -2.6430 -2.2034
C: 4.1034 3.4991 2.0099
C: 2.8729 4.1012 1.9375
C: 4.2688 2.2564 1.2473
C: 0.4218 -1.5331 2.1108
C: 1.7860 3.4167 1.2761
C: 3.3374 1.7022 0.4693
C: 1.0570 -0.3565 1.5875
C: -0.5001 -2.2242 1.3039
C: -0.4151 -0.3437 -0.3262
C: 1.9634 2.1917 0.4988
C: 0.5286 0.3552 0.4945
C: -0.9479 -1.6004 0.0660
N: -1.8837 -2.2448 -0.7517
C: -4.7441 -0.9822 -3.4235
H: 4.9466 3.8757 2.5599
H: 2.6365 5.1134 2.3828
H: 5.1804 1.7540 1.1485
H: 0.8840 -1.9518 2.9506
H: 0.8001 3.9039 1.3586
H: 3.4496 0.8637 -0.2918
H: 1.8882 -0.0152 2.1372
H: -0.8400 -3.1978 1.5547
H: -0.8073 0.1957 -1.1740
H: -5.6026 -0.9886 -4.0628
H: -5.1621 -0.8283 -2.3998
H: -3.9834 -0.1588 -3.6057

***

# 7
ORCA calculation (ωB97M-V/def2-TZVPD) on a molecular structure, C15H13Br9N2O4.

Summary:
molar mass = 1004.415 g mol⁻¹
highest occupied orbital energy (spin up / spin down) = -1.67 / -5.62 eV
net charge = -1
multiplicity = 2
expectation value of S² = 0.767
HOMO-LUMO gap (spin up / spin down) = 2.703 / 6.647 eV
LUMO (spin up / spin down) = 0.038 / 0.038 Ha

CARTESIAN COORDINATES (ANGSTROEM)
C: 8.8649 -4.4082 -6.1279
Br: 10.2740 -3.8830 -7.4671
Br: 9.0950 -3.3045 -4.4756
Br: 8.9691 -6.4383 -5.8201
H: 7.8603 -4.2770 -6.5301
C: 6.8326 -3.8887 -2.1149
Br: 6.3773 -2.0664 -2.7351
Br: 6.2932 -5.2102 -3.4372
Br: 6.0109 -4.3067 -0.3134
H: 7.9190 -3.9642 -2.0692
C: 11.7948 -7.3991 -8.4544
Br: 10.2106 -8.5784 -8.1406
Br: 11.9720 -6.9273 -10.3878
Br: 13.5352 -8.0988 -7.7759
H: 11.4877 -6.5025 -7.9159
C: 10.4083 -8.8923 -3.6157
C: 11.6368 -9.0425 -4.2221
C: 12.7272 -9.5142 -3.5328
C: 12.6108 -9.6616 -2.1087
C: 11.3358 -9.4300 -1.4768
C: 10.2244 -9.0412 -2.2218
N: 13.8030 -10.0810 -1.3060
O: 14.8827 -10.0648 -1.9036
O: 13.5705 -10.2727 -0.1338
H: 9.5866 -8.6196 -4.2613
H: 11.6909 -8.7272 -5.2536
H: 13.7014 -9.6008 -3.9908
H: 11.1878 -9.5622 -0.4152
H: 9.3157 -8.8881 -1.6587
C: 0.8951 -6.0689 -8.3257
C: 1.5179 -4.8422 -8.1156
C: 2.8489 -4.7458 -7.7983
C: 3.6200 -5.8975 -7.7158
C: 3.0237 -7.1528 -8.0620
C: 1.6502 -7.2722 -8.3648
N: 5.0782 -5.7526 -7.4242
O: 5.5544 -4.6488 -7.2647
O: 5.6972 -6.8067 -7.2994
H: -0.1139 -6.0114 -8.7063
H: 0.9029 -3.9549 -8.0854
H: 3.2814 -3.8044 -7.4931
H: 3.7401 -7.9302 -8.2828
H: 1.1596 -8.1727 -8.7035

***

# 8
ORCA calculation (ωB97M-V/def2-TZVPD) on a single C15H13ClN2O2S molecule.

Summary:
molar mass = 320.801 g mol⁻¹
highest occupied orbital energy = -8.45 eV
HOMO-LUMO gap = 8.771 eV
LUMO = 0.012 Ha
SMILES = Cc1cc(OCc2nc(-c3cccs3)no2)cc(C)c1Cl

CARTESIAN COORDINATES (ANGSTROEM)
C: 1.7198 1.7406 1.7486
C: 1.9768 0.6089 0.8037
C: 1.1838 -0.5316 0.8361
C: 1.4173 -1.5749 -0.0461
C: 2.4563 -1.4793 -0.9686
C: 3.2650 -0.3583 -1.0218
C: 3.0089 0.6755 -0.1236
Cl: 4.0071 2.0931 -0.1705
C: 4.3798 -0.2547 -2.0139
H: 4.2288 0.6081 -2.6615
H: 5.3306 -0.1176 -1.5005
H: 4.4343 -1.1502 -2.6259
H: 2.6183 -2.3031 -1.6452
O: 0.7069 -2.7471 -0.0939
C: -0.3687 -2.9492 0.7886
C: -1.5766 -2.1627 0.3946
N: -1.7622 -0.8848 0.4886
C: -3.0112 -0.7107 -0.0511
N: -3.5484 -1.8406 -0.4402
O: -2.6209 -2.7909 -0.1568
C: -3.6173 0.5770 -0.1623
C: -3.0417 1.7773 0.1659
C: -3.8982 2.8656 -0.0702
C: -5.1046 2.4791 -0.5701
S: -5.2253 0.7793 -0.7681
H: -5.9371 3.0997 -0.8368
H: -3.6324 3.8894 0.1212
H: -2.0418 1.8504 0.5524
H: -0.6117 -4.0123 0.7121
H: -0.0899 -2.7055 1.8220
H: 0.3678 -0.5681 1.5379
H: 2.5878 1.9049 2.3862
H: 1.5418 2.6613 1.1948
H: 0.8569 1.5315 2.3743